Computed, not measured: 2 unconnected molecules or ions with the total composition BrH2P at a distorted geometry, with wB97M-V/def2-TZVPD.

The value obtained for the energy above the lowest of the compared OMol25 structures with the same formula, charge and spin is 43.5 kcal per mole. The gap between HOMO and LUMO comes out at 0.3359 Eh. The value obtained for the lowest unoccupied orbital energy is -0.283 eV. The net charge is 0.

Last column: natural (NBO) charge in e.
Atoms and positions in Å:
P: 0.095 0.235 0.604  0.32
Br: -1.681 -0.759 -0.191  -0.21
H: 0.807 -0.826 0.487  -0.08
H: 0.779 1.350 -0.900  -0.03

Atomic forces in eV per Å
-0.94 5.29 -1.26
-0.44 -0.10 -0.37
2.50 -2.90 -0.78
-1.12 -2.30 2.41

---

Computed, not measured: 2 unconnected molecules or ions with the total composition C18H24F3N2O6PS at a distorted geometry, with wB97M-V/def2-TZVPD.

The gap between HOMO and LUMO comes out at 0.1409 Eh. The value obtained for the lowest unoccupied orbital energy is -2.358 eV. The net charge is 0.

Last column: natural (NBO) charge in e.
Atoms and positions in Å:
O: 2.988 -1.870 2.607  -0.92
S: 1.801 -1.366 1.971  2.08
O: 1.000 -0.505 2.770  -0.86
C: 2.339 -0.668 0.428  -0.31
C: 3.430 -1.312 -0.151  -0.17
C: 3.914 -0.886 -1.366  -0.21
P: 5.289 -1.664 -2.301  1.36
O: 5.958 -2.674 -1.223  -0.95
O: 6.341 -0.437 -2.597  -0.98
N: 3.318 0.184 -1.945  -0.41
C: 2.279 0.820 -1.420  0.13
C: 1.712 0.427 -0.199  0.05
C: 0.555 1.187 0.285  -0.49
C: -0.444 1.446 -0.893  -0.39
C: -1.868 1.565 -0.403  -0.23
N: -2.776 1.777 -1.548  -0.61
C: -4.037 1.070 -1.406  -0.24
C: -3.971 -0.447 -1.411  -0.13
C: -2.910 -1.146 -1.981  -0.20
C: -2.824 -2.533 -1.967  -0.24
C: -3.835 -3.274 -1.362  -0.20
C: -4.912 -2.600 -0.808  -0.28
C: -4.988 -1.212 -0.828  0.37
O: -6.098 -0.637 -0.262  -0.69
C: 0.848 -2.902 1.483  0.75
F: -0.445 -2.717 1.564  -0.28
F: 1.231 -3.913 2.220  -0.28
F: 1.161 -3.186 0.211  -0.33
H: 3.890 -2.146 0.356  0.26
H: 5.999 -2.295 -0.329  0.49
H: 7.028 -0.410 -1.913  0.50
H: 3.669 0.502 -2.842  0.44
H: 1.876 1.657 -1.961  0.24
H: -0.014 0.647 1.026  0.24
H: 0.898 2.217 0.652  0.38
H: -0.150 2.278 -1.530  0.20
H: -0.406 0.555 -1.534  0.17
H: -1.941 2.462 0.214  0.22
H: -2.168 0.707 0.201  0.18
H: -2.305 1.516 -2.403  0.35
H: -4.703 1.407 -2.202  0.22
H: -4.488 1.432 -0.480  0.18
H: -2.122 -0.578 -2.457  0.19
H: -1.968 -3.012 -2.419  0.21
H: -3.752 -4.349 -1.336  0.22
H: -5.728 -3.137 -0.346  0.22
H: -5.842 0.159 0.212  0.48
C: 0.609 4.010 4.166  -0.62
C: 1.192 2.941 3.224  -0.04
O: 0.922 3.246 1.927  -0.86
H: -0.476 4.075 4.058  0.19
H: 0.827 3.762 5.213  0.18
H: 1.040 4.991 3.959  0.19
H: 0.786 1.975 3.588  0.12
H: 2.272 2.863 3.488  0.10

Atomic forces in eV per Å
0.15 -0.49 -0.70
1.21 0.33 1.89
-0.81 0.02 -0.74
-0.27 0.04 -0.20
-0.06 0.29 -0.24
0.99 0.00 0.93
-0.42 -1.05 -2.15
-0.20 1.00 0.53
-0.07 -0.39 0.98
-0.36 0.15 -0.05
0.12 -0.19 0.28
-0.33 0.15 0.30
-0.51 -0.24 -1.96
0.46 -1.11 0.21
-0.22 1.27 -0.47
0.10 -0.33 0.32
0.14 0.15 -0.34
-0.10 -0.39 0.22
-0.02 0.11 0.00
-0.23 0.22 0.16
0.31 0.52 -0.26
-0.21 -0.13 0.01
0.36 -0.07 -0.07
0.01 -0.16 0.04
0.26 0.23 -0.73
-0.48 0.11 0.19
-0.03 -0.27 0.55
0.01 -0.04 -0.32
0.00 -0.09 0.04
0.21 -0.30 0.06
0.04 0.45 -0.09
0.07 0.05 0.01
0.05 0.12 -0.17
0.31 0.23 0.57
-0.02 -0.05 1.60
-0.17 0.35 0.17
-0.11 0.00 -0.19
0.04 -0.11 0.35
0.16 -0.22 -0.05
-0.11 -0.06 -0.13
-0.12 -0.02 -0.05
-0.05 -0.01 0.12
0.09 -0.01 -0.01
0.04 -0.12 -0.03
-0.20 -0.12 0.07
-0.03 -0.05 0.08
-0.05 0.16 -0.06
0.10 -0.13 0.28
-0.09 0.25 0.67
0.18 -0.01 -0.83
0.01 0.00 -0.11
-0.01 0.01 -0.03
-0.02 -0.01 -0.11
-0.17 -0.10 -0.28
0.08 0.08 -0.30

---

> Which formula does entry 2 have?

C18H24F3N2O6PS

---

> The lowest lowest unoccupied orbital energy belongs to which entry?

C18H24F3N2O6PS

---

> The highest lowest unoccupied orbital energy belongs to which entry?

BrH2P